Density functional theory data (ωB97M-V/def2-TZVPD) for a cluster of 6 separate species, C35H67N3O14S in total in a non-equilibrium geometry.

Values from the calculation:
SMILES: NC(=O)CCc1cnc2c(O)c(S)cc(CCCC(=O)O)c2n1.COCCOC.COCCOC.COCCOC.COCCOC.COCCOC
Energy above the lowest of the compared OMol25 structures with the same formula, charge and spin in kcal per mole: 367.5
Gap between HOMO and LUMO in eV: 6.728

CARTESIAN COORDINATES (ANGSTROEM)
N: 0.2161 -2.5334 3.1679
C: 0.2359 -1.6318 4.3827
O: -0.8967 -1.1192 4.8991
C: 1.6359 -1.2573 5.1933
C: 2.6579 -0.3718 4.2673
C: 2.2039 1.2273 4.1134
C: 3.3791 2.3221 3.8525
N: 3.1918 3.7987 3.6424
C: 1.7246 4.1158 3.7076
C: 1.2984 5.7074 3.4444
O: 2.3819 6.6931 3.1248
C: -0.2373 6.2798 3.4627
S: -0.5647 8.0869 3.0921
C: -1.4494 5.1854 3.8145
C: -1.0522 3.6089 4.0759
C: -2.3126 2.5566 4.3932
C: -3.6894 3.3138 4.8613
C: -4.9612 2.3165 5.1571
C: -5.0319 1.0335 4.1094
O: -5.0206 -0.1841 4.6606
O: -5.1252 1.1621 2.6307
C: 0.5228 3.0623 4.0077
N: 0.7505 1.5924 4.2192
H: 1.1599 -2.6507 2.7325
H: -0.4984 -2.1981 2.4723
H: 1.4591 -0.7976 6.2548
H: 2.1759 -2.3075 5.3703
H: 2.8560 -0.8368 3.1864
H: 3.7291 -0.3509 4.7890
H: 4.4985 1.9141 3.8171
H: 3.2277 6.4379 3.5987
H: 0.0912 8.9421 4.0013
H: -2.5367 5.6319 3.8202
H: -2.0165 1.8117 5.2522
H: -2.5151 2.0041 3.3570
H: -4.0791 4.1103 4.0627
H: -3.4485 3.8525 5.8969
H: -5.9417 2.9568 4.9258
H: -5.0092 2.0105 6.2868
H: -5.2714 2.1239 2.3730
C: 3.3291 2.7396 -1.1465
O: 3.2901 1.6609 -2.0767
C: 4.2635 0.6548 -1.7801
C: 3.6293 -0.5401 -1.0616
O: 3.1569 -0.1751 0.2391
C: 1.7496 0.0454 0.2604
H: 2.4167 3.3297 -1.2698
H: 3.3830 2.3907 -0.1132
H: 4.1913 3.3780 -1.3662
H: 5.0909 1.0728 -1.1947
H: 4.6708 0.3134 -2.7373
H: 4.3943 -1.3098 -0.9186
H: 2.8208 -0.9772 -1.6618
H: 1.2329 -0.9175 0.2457
H: 1.4144 0.6546 -0.5806
H: 1.4988 0.5646 1.1896
C: 3.8822 8.8353 -3.3932
O: 2.5082 8.7746 -3.0208
C: 1.8709 7.5843 -3.4948
C: 1.7485 6.5369 -2.3838
O: 3.0339 6.0572 -1.9763
C: 3.4813 6.6692 -0.7701
H: 4.3630 9.6163 -2.7977
H: 4.3996 7.8904 -3.2142
H: 3.9603 9.1043 -4.4519
H: 2.4012 7.1771 -4.3636
H: 0.8653 7.8695 -3.8210
H: 1.1955 5.6761 -2.7726
H: 1.1910 6.9353 -1.5262
H: 2.9498 6.2287 0.0771
H: 3.3316 7.7501 -0.7754
H: 4.5500 6.4652 -0.6592
C: -1.7679 -4.7362 0.8882
O: -2.0164 -3.7603 -0.1199
C: -2.7964 -4.2836 -1.1995
C: -4.2662 -3.8701 -1.0772
O: -4.8824 -4.4692 0.0672
C: -4.9754 -3.5663 1.1652
H: -1.4021 -4.2200 1.7801
H: -2.6686 -5.2945 1.1519
H: -0.9930 -5.4278 0.5414
H: -2.6975 -5.3738 -1.2599
H: -2.3878 -3.8597 -2.1226
H: -4.8070 -4.2328 -1.9570
H: -4.3670 -2.7775 -1.0474
H: -5.7905 -2.8611 0.9849
H: -4.0459 -3.0186 1.3292
H: -5.2035 -4.1444 2.0651
C: -4.4391 -5.0066 -5.1466
O: -4.6386 -3.6284 -4.8444
C: -3.5305 -2.8192 -5.2506
C: -3.8187 -2.1025 -6.5734
O: -3.9345 -3.0324 -7.6552
C: -5.2921 -3.3019 -7.9926
H: -5.4005 -5.5192 -5.0523
H: -4.0612 -5.1555 -6.1602
H: -3.7392 -5.4394 -4.4241
H: -2.6143 -3.4175 -5.3180
H: -3.3815 -2.0672 -4.4689
H: -2.9754 -1.4450 -6.8070
H: -4.7192 -1.4798 -6.4962
H: -5.6982 -2.4588 -8.5569
H: -5.9083 -3.4843 -7.1107
H: -5.3165 -4.1931 -8.6260
C: 1.9656 -4.6876 -0.3804
O: 2.2762 -5.8425 0.3943
C: 2.0748 -7.0556 -0.3375
C: 3.3992 -7.6137 -0.8674
O: 3.9709 -6.7494 -1.8545
C: 5.0129 -5.9366 -1.3222
H: 2.3766 -3.8129 0.1313
H: 2.3923 -4.7382 -1.3843
H: 0.8783 -4.5759 -0.4464
H: 1.3565 -6.9053 -1.1520
H: 1.6420 -7.7804 0.3598
H: 3.2045 -8.5728 -1.3576
H: 4.1074 -7.7926 -0.0481
H: 5.9155 -6.5406 -1.2001
H: 4.7391 -5.4883 -0.3658
H: 5.2205 -5.1353 -2.0369

Forces on atoms 1 to 6 (eV/Å):
N 0.632 2.783 1.824
C -4.679 2.324 2.158
O 6.477 -3.352 -3.459
C 0.528 -1.655 -1.171
C 0.481 1.103 0.191
C -1.436 2.382 -0.240

***

Density functional theory data (ωB97M-V/def2-TZVPD) for a structure of composition C15H47N10O8Tl in a non-equilibrium geometry.

Values from the calculation:
Spin multiplicity: 2
Total charge: +3
Gap between HOMO and LUMO (spin up / spin down) in eV: 5.266 / 1.561

CARTESIAN COORDINATES (ANGSTROEM)
Tl: 1.0501 3.4771 1.8713
C: 1.0772 0.3525 -0.2072
O: 1.1049 1.6839 -0.5292
H: 1.8442 -0.2840 -0.6483
H: 0.8832 0.0661 0.8265
H: 0.2001 -0.1320 -0.6361
C: 5.8367 1.0028 -2.2726
C: 4.3565 1.2123 -2.6916
O: 3.9240 2.0138 -1.5708
H: 6.3955 0.8954 -3.2022
H: 6.0926 0.0629 -1.7834
H: 6.1816 1.8878 -1.7379
H: 3.8427 0.2645 -2.8520
H: 4.2243 1.7351 -3.6389
H: 2.9947 1.8318 -1.4133
C: -2.3513 3.2291 -0.3155
O: -1.6591 3.2291 0.6639
N: -1.9338 2.7997 -1.4490
N: -3.5817 3.6836 -0.4763
H: -2.3437 3.2333 -2.2639
H: -1.0059 2.4014 -1.4704
H: -4.1380 3.5108 -1.3014
H: -4.1363 3.8644 0.3482
C: 4.6895 -2.3520 0.7399
O: 5.2147 -1.2364 0.8668
N: 5.2417 -3.4461 0.6275
N: 3.4146 -2.6090 0.6355
H: 6.2454 -3.5121 0.7186
H: 4.6984 -4.2808 0.4596
H: 2.9664 -3.4714 0.3604
H: 2.8757 -1.7552 0.6604
C: 3.1466 0.4199 3.4684
O: 2.7822 1.1929 2.5919
N: 3.8241 -0.6974 3.1988
N: 2.7022 0.5482 4.6162
H: 4.0385 -1.4154 3.8759
H: 4.1357 -0.7952 2.2430
H: 2.9513 -0.1974 5.2503
H: 2.1145 1.3556 4.7671
C: 1.2839 1.3480 -4.5614
O: 1.6852 1.7128 -5.6792
N: 1.3166 0.0816 -4.1823
N: 0.6708 2.1532 -3.7012
H: 1.6628 -0.6202 -4.8208
H: 0.9983 -0.1987 -3.2657
H: 0.4762 3.0827 -4.0450
H: 0.6888 1.9890 -2.7048
C: -6.3298 -1.7183 -4.3795
C: -4.8464 -1.9717 -4.2509
C: -4.3741 -1.7817 -2.8275
O: -3.0064 -1.9167 -2.8638
C: -2.4769 -1.6746 -1.5873
N: -4.6529 -3.3262 -4.6487
H: -6.6757 -1.8481 -5.4050
H: -6.6108 -0.6992 -4.1140
H: -6.9675 -2.4434 -3.8738
H: -4.4144 -1.2938 -4.9870
H: -4.7907 -2.6443 -2.3076
H: -4.7338 -0.8205 -2.4603
H: -2.5337 -2.5579 -0.9511
H: -2.8811 -0.7447 -1.1874
H: -1.3935 -1.5621 -1.5450
H: -5.1844 -3.8653 -3.9801
H: -3.7451 -3.4856 -4.2357
C: -2.1705 0.3695 2.5243
C: -1.6502 1.0254 3.8075
C: -1.7778 0.0805 5.0719
O: -1.0677 0.5131 6.1624
C: -0.8481 -0.3403 7.3014
N: -0.2601 1.3619 3.6056
H: -1.5550 -0.5116 2.3426
H: -1.9739 0.9528 1.6247
H: -3.2307 0.1168 2.5103
H: -2.2499 1.9065 4.0357
H: -1.2196 -0.8442 4.9260
H: -2.8269 -0.1931 5.1842
H: -1.8440 -0.7098 7.5459
H: -0.5303 0.2481 8.1622
H: -0.0490 -1.0740 7.1953
H: 0.1848 0.4607 3.7054
H: 0.0034 1.6734 4.5295

Forces on atoms 1 to 6 (eV/Å):
Tl 0.152 -0.252 -0.172
C -0.525 -0.508 0.364
O -0.041 -0.967 0.336
H 0.669 0.435 -0.192
H 0.648 0.660 0.568
H -0.750 0.337 -0.914

***

Density functional theory data (ωB97M-V/def2-TZVPD) for a cluster of 2 separate species, CH7OS in total in a non-equilibrium geometry.

Values from the calculation:
Energy above the lowest of the compared OMol25 structures with the same formula, charge and spin in kcal per mole: 30.4
Total charge: +1
Gap between HOMO and LUMO in eV: 10.914

CARTESIAN COORDINATES (ANGSTROEM)
O: 2.3869 -0.5678 0.1981
H: -0.5635 0.3733 -1.7002
H: 3.3023 -0.8629 0.3025
H: 2.1692 -0.4069 1.1221
C: -1.8061 0.5053 0.3306
S: -0.4945 -0.4909 -0.6762
H: -2.3399 0.9232 -0.5131
H: -1.3191 1.3388 0.8172
H: -2.2121 -0.2454 0.9808
H: 0.8767 -0.5668 -0.8620

Forces on atoms 1 to 6 (eV/Å):
O 0.444 -0.123 0.431
H -0.129 -0.315 -0.283
H 0.048 -0.083 -0.615
H -0.364 0.184 0.129
C 2.319 0.684 -0.003
S -1.468 -0.526 -2.111

***

Density functional theory data (ωB97M-V/def2-TZVPD) for a cluster of 2 separate species, C41H52N2O2P in total in a non-equilibrium geometry.

Values from the calculation:
Energy above the lowest of the compared OMol25 structures with the same formula, charge and spin in kcal per mole: 39.2
Total charge: +1
Gap between HOMO and LUMO in eV: 5.438

CARTESIAN COORDINATES (ANGSTROEM)
C: -4.0069 -2.7812 0.6083
C: -3.3984 -1.3957 0.4073
C: -4.0067 -0.4200 1.4132
C: -3.6401 -0.8836 -1.0094
C: -4.9609 -0.6254 -1.4206
C: -5.2351 -0.1539 -2.7038
C: -4.1765 -0.0003 -3.6017
C: -2.8557 -0.2405 -3.2084
C: -1.7285 -0.0667 -4.2278
C: -1.8170 1.2572 -4.9884
C: -1.7313 -1.2326 -5.2067
C: -2.5798 -0.6670 -1.8984
N: -1.1939 -0.9792 -1.4862
P: 0.0014 0.1176 -0.8787
H: -0.0740 -0.1239 0.7158
N: 1.2638 -0.9802 -1.3512
C: 2.6548 -0.6259 -1.7087
C: 3.6920 -0.7931 -0.7800
C: 3.4268 -1.3499 0.6126
C: 4.1158 -0.4798 1.6567
C: 3.9449 -2.7806 0.7445
C: 5.0162 -0.4910 -1.1439
C: 5.3290 -0.0815 -2.4397
C: 4.2990 0.0051 -3.3781
C: 2.9682 -0.2271 -3.0182
C: 1.8754 -0.0783 -4.0782
C: 1.9349 -1.2514 -5.0455
C: 1.9767 1.2436 -4.8407
C: 0.7402 -2.1420 -1.9172
C: -0.6136 -2.1381 -1.9976
H: -3.6943 -3.4796 -0.1764
H: -3.7005 -3.1974 1.5727
H: -5.1041 -2.7273 0.5946
H: -2.3158 -1.4479 0.5737
H: -3.3423 0.4505 1.5098
H: -4.9924 -0.0435 1.0633
H: -4.1291 -0.8767 2.4106
H: -5.7794 -0.7998 -0.7160
H: -6.2537 0.0964 -3.0051
H: -4.3538 0.2773 -4.6317
H: -0.7824 -0.0830 -3.6727
H: -1.8587 2.1149 -4.3021
H: -0.9287 1.3843 -5.6212
H: -2.7099 1.2526 -5.6297
H: -1.5856 -2.1983 -4.7018
H: -2.7077 -1.2601 -5.7134
H: -0.9431 -1.1245 -5.9631
H: 2.3424 -1.3291 0.7898
H: 3.5921 0.4789 1.7269
H: 4.1018 -0.9534 2.6465
H: 5.1620 -0.2558 1.3880
H: 3.5806 -3.4271 -0.0620
H: 5.0443 -2.7897 0.7106
H: 3.6297 -3.2178 1.6976
H: 5.8098 -0.6078 -0.4004
H: 6.3535 0.1717 -2.7141
H: 4.5085 0.2249 -4.4178
H: 0.9085 -0.1020 -3.5614
H: 1.7982 -2.2152 -4.5348
H: 1.1648 -1.1680 -5.8229
H: 2.9264 -1.2586 -5.5228
H: 1.9884 2.1040 -4.1562
H: 2.8915 1.2459 -5.4506
H: 1.1084 1.3590 -5.5021
H: 1.4050 -2.8879 -2.3286
H: -1.2304 -2.8864 -2.4780
C: 4.8612 3.7274 4.6524
O: 4.4238 2.3634 4.9238
C: 3.2926 1.9025 4.3053
C: 2.9685 0.5438 4.5467
C: 1.9652 -0.0696 3.8249
C: 1.1372 0.6343 2.9012
C: -0.1118 0.0138 2.4560
C: -1.2521 0.3733 3.2803
C: -2.0443 -0.6485 3.9028
C: -3.1253 -0.3492 4.7173
C: -3.5266 1.0076 4.8141
O: -4.8537 1.2691 5.0696
C: -5.2985 2.6321 4.7750
C: -2.5402 2.0122 4.5330
C: -1.4581 1.6959 3.7346
C: 1.4819 1.9915 2.6519
C: 2.4800 2.6318 3.3837
H: 5.8421 3.7678 5.1319
H: 4.9463 3.9277 3.5726
H: 4.1731 4.4587 5.1089
H: 3.5309 -0.0222 5.2967
H: 1.7147 -1.1219 3.9910
H: -0.0746 -1.0554 2.2407
H: -1.7345 -1.6871 3.7780
H: -3.7257 -1.1186 5.2304
H: -6.3781 2.5453 4.6963
H: -5.0155 3.3077 5.5939
H: -4.8635 2.9933 3.8301
H: -2.7282 3.0223 4.9130
H: -0.7503 2.5041 3.4865
H: 0.8968 2.5762 1.9354
H: 2.6420 3.7127 3.2937

Forces on atoms 1 to 6 (eV/Å):
C -0.037 -0.301 -0.197
C -0.328 0.141 -0.133
C -0.296 0.514 0.173
C 0.011 -0.094 0.316
C 0.267 0.098 -0.191
C 0.411 -0.140 0.079

***

Density functional theory data (ωB97M-V/def2-TZVPD) for an isolated molecule of C3H6OS in a non-equilibrium geometry.

Values from the calculation:
SMILES: OC[C@@H]1CS1
Energy above the lowest of the compared OMol25 structures with the same formula, charge and spin in kcal per mole: 31.7
Gap between HOMO and LUMO in eV: 9.954

CARTESIAN COORDINATES (ANGSTROEM)
C: -0.7259 -0.8153 -0.2675
C: 0.3902 -0.1864 0.4972
C: 0.9645 0.9203 -0.1801
H: -1.6684 0.7941 0.2127
H: -0.5009 -0.8163 -1.3552
H: -0.8500 -1.8514 0.2142
H: 0.3053 -0.2716 1.5686
H: 0.7201 1.0874 -1.1556
H: 1.2794 1.7218 0.4622
O: -1.9662 -0.0726 0.0366
S: 2.0520 -0.5099 -0.0331

Forces on atoms 1 to 6 (eV/Å):
C -1.316 -1.425 1.494
C -1.286 -1.692 0.101
C 2.138 1.298 2.502
H 0.212 1.723 0.281
H -0.276 -0.289 0.664
H -0.188 1.233 -1.415

***

Density functional theory data (ωB97M-V/def2-TZVPD) for a structure of composition C20H27BN10PPdS2 in a non-equilibrium geometry.

Values from the calculation:
Energy above the lowest of the compared OMol25 structures with the same formula, charge and spin in kcal per mole: 0.0
Spin multiplicity: 3
Total charge: +1
Gap between HOMO and LUMO (spin up / spin down) in eV: 7.167 / 6.749

CARTESIAN COORDINATES (ANGSTROEM)
Pd: 0.8709 0.0094 0.5624
C: -3.0362 -1.1490 -3.3172
N: -2.3404 -1.2192 -2.0370
C: -2.7788 -1.8961 -0.9288
C: -1.8541 -1.6801 0.0526
N: -0.8741 -0.8766 -0.4479
C: -1.1793 -0.6007 -1.7050
P: -0.1078 0.2787 -2.8900
C: 1.4535 -0.5726 -2.4850
N: 2.0388 -0.6395 -1.3010
C: 3.1696 -1.3838 -1.4601
C: 3.2784 -1.7638 -2.7667
N: 2.1860 -1.2505 -3.4093
C: 1.8931 -1.3917 -4.8319
C: 0.1742 1.8163 -1.9583
N: 0.6366 1.9188 -0.7255
C: 0.7390 3.2498 -0.4493
C: 0.3376 3.9669 -1.5396
N: -0.0224 3.0537 -2.4914
C: -0.4960 3.3665 -3.8350
H: -4.0297 -1.5695 -3.1948
H: -3.1318 -0.1159 -3.6419
H: -2.5067 -1.7154 -4.0809
H: -3.6875 -2.4736 -0.9360
H: -1.8189 -2.0588 1.0612
H: 3.8269 -1.6101 -0.6379
H: 4.0191 -2.3581 -3.2735
H: 2.6927 -1.9623 -5.2942
H: 0.9531 -1.9181 -4.9818
H: 1.8368 -0.4170 -5.3107
H: 1.0767 3.6091 0.5079
H: 0.2742 5.0282 -1.7087
H: -0.5442 4.4459 -3.9430
H: 0.1846 2.9701 -4.5853
H: -1.4879 2.9521 -4.0010
C: -2.9289 1.7847 1.1931
N: -2.6781 0.7185 2.1464
C: -3.6107 -0.1643 2.6412
C: -2.9409 -1.0081 3.4540
N: -1.6101 -0.6491 3.4619
B: -0.5780 -1.5525 4.2753
N: 0.8779 -1.0487 4.0932
C: 1.5655 -0.3065 5.0223
C: 2.7861 -0.0232 4.5233
N: 2.8394 -0.5997 3.2711
C: 3.9776 -0.5583 2.3703
C: 1.6566 -1.2100 3.0120
S: 1.3424 -2.1611 1.6108
C: -1.4591 0.4144 2.6623
S: -0.0689 1.3987 2.3490
H: -3.9627 1.7140 0.8634
H: -2.2582 1.6815 0.3404
H: -2.7547 2.7578 1.6481
H: -4.6534 -0.1080 2.3825
H: -3.2936 -1.8416 4.0366
H: -0.8594 -1.4624 5.4453
H: -0.6750 -2.6709 3.8385
H: 1.1233 -0.0411 5.9659
H: 3.6103 0.5309 4.9358
H: 4.8033 -0.0708 2.8815
H: 3.7359 0.0019 1.4681
H: 4.2676 -1.5691 2.0923

Forces on atoms 1 to 6 (eV/Å):
Pd -0.051 0.101 -0.731
C 0.046 -0.057 -0.020
N -0.144 0.090 0.023
C 0.033 -0.002 -0.059
C 0.019 0.014 0.004
N 0.048 0.287 0.151

***

Density functional theory data (ωB97M-V/def2-TZVPD) for an isolated molecule of C3H10N4S in a non-equilibrium geometry.

Values from the calculation:
SMILES: N/N=C\NNCCS
Energy above the lowest of the compared OMol25 structures with the same formula, charge and spin in kcal per mole: 90.0
Gap between HOMO and LUMO in eV: 9.050

CARTESIAN COORDINATES (ANGSTROEM)
C: -0.6151 1.5593 0.1141
C: 0.9178 -0.7001 -0.3497
C: 0.3358 -2.1473 -0.2955
H: 2.0030 3.0983 -0.7898
H: 1.5609 3.2557 1.0250
H: -1.6307 1.3329 -0.2646
H: -0.9180 -0.0277 1.3765
H: 1.7584 1.0000 0.6846
H: 2.0067 -0.8457 -0.7579
H: 0.3344 0.1663 -1.0026
H: 0.5182 -2.4276 0.8177
H: 0.8825 -2.8813 -1.0348
H: -1.3409 -1.3505 -1.4613
N: 1.3577 2.6373 0.0451
N: 0.0845 2.4591 -0.4356
N: -0.2973 0.7069 1.1606
N: 1.0712 0.0625 0.9781
S: -1.5324 -2.1658 -0.4777

Forces on atoms 1 to 6 (eV/Å):
C -1.812 -1.311 0.989
C 1.510 2.169 -1.214
C 0.496 -0.217 1.633
H -2.437 -1.178 3.085
H -1.403 -2.025 -3.546
H 0.482 0.818 -0.086

***

Density functional theory data (ωB97M-V/def2-TZVPD) for an isolated molecule of C2H4OS2 in a non-equilibrium geometry.

Values from the calculation:
SMILES: CC(=S)SO
Energy above the lowest of the compared OMol25 structures with the same formula, charge and spin in kcal per mole: 39.0
Gap between HOMO and LUMO in eV: 8.251

CARTESIAN COORDINATES (ANGSTROEM)
C: -0.7065 -0.5521 -0.2978
C: 0.6577 -0.9554 -0.2460
O: 0.2617 1.9856 0.5864
S: -2.0326 -1.4620 -0.2208
S: -1.1016 1.3801 -0.1909
H: 0.7889 -2.0733 -0.4485
H: 0.9657 -0.5138 0.7413
H: 1.2616 -0.5450 -0.9666
H: -0.0950 2.7359 1.0429

Forces on atoms 1 to 6 (eV/Å):
C -3.084 2.405 0.473
C 0.665 -1.971 1.628
O 0.203 -0.632 -0.826
S 0.218 0.113 -0.431
S 0.645 -2.654 -0.369
H -0.366 1.379 1.155